Record 1
Computed, not measured: C3H3NS as an isolated structure at a distorted geometry, with wB97M-V/def2-TZVPD.

XYZ file:
```
8
Properties=species:S:1:pos:R:3:forces:R:3
S -1.34512 1.19197 -0.72211 -0.6 -0.2 -2.1
C 0.23465 -0.47747 -0.11149 0.8 -2.3 0.2
C 2.02530 -1.98202 1.16627 -0.4 -0.6 0.7
H -1.80039 2.07052 0.09234 -0.3 1.3 1.2
N 0.04984 0.75474 0.09070 0.1 -0.3 0.7
H -0.41942 -1.09617 -0.74735 0.0 0.4 0.1
H 2.58868 -2.64732 1.86358 -0.7 1.1 -1.3
C 1.20739 -1.32078 0.56361 1.1 0.6 0.4
```
Forces are in eV/Å.

E_LUMO	0.0054	Ha
ΔE to the lowest compared entry with this formula, charge and spin	2.260	eV
HOMO-LUMO gap	9.130	eV
total charge	0
molar mass	85.131	g mol⁻¹

These are the natural (NBO) partial charges, in e, on atoms 1 to 6: 0.1857 0.0271 -0.1778 0.1036 -0.4948 0.1785

---

Record 2
Computed, not measured: an isolated molecule of C3H3NS2 at a distorted geometry, with wB97M-V/def2-TZVPD.

XYZ file:
```
9
Properties=species:S:1:pos:R:3:forces:R:3
C 0.09432 -0.17047 0.10903 1.0 -2.3 1.6
S 1.73394 -2.69901 -0.07387 1.1 1.9 0.0
H -0.38290 -0.76500 -0.72142 0.0 0.9 1.4
S 1.87130 -0.58416 -0.04242 -1.2 1.6 0.2
N 4.69988 1.93013 -0.00803 -1.3 -0.2 0.1
C 2.37936 1.03400 0.21377 -2.7 -3.4 -0.6
H 0.00267 -0.54091 1.20479 -1.0 0.3 -2.1
C 3.61585 1.49513 0.08235 4.8 0.8 0.0
H 0.11345 0.89714 0.12998 -0.6 0.5 -0.5
```
Forces are in eV/Å.

E_LUMO (spin up / spin down)	-0.0904 / -0.0903	Ha
ΔE to the lowest compared entry with this formula, charge and spin	4.828	eV
HOMO-LUMO gap (spin up / spin down)	6.833 / 6.837	eV
structure (SMILES)	CS(=S)#CC#N
total charge	0
molar mass	117.198	g mol⁻¹

These are the natural (NBO) partial charges, in e, on atoms 1 to 6: -0.7241 -0.3307 0.2593 0.7057 -0.1895 -0.3098